The following is a quantum chemistry calculation of 2 unconnected molecules or ions with the total composition C2H7S2, from OMol25.

Atoms and positions in Å:
1 C -0.21305 -0.35586 -1.14582
2 S -2.01512 0.03684 -1.55935
3 H 0.09719 -0.48627 -2.22182
4 H 0.31974 0.49007 -0.71752
5 H -0.10412 -1.36988 -0.65291
6 H -2.23947 0.61708 -0.32002
7 C 2.27797 -0.56250 0.95234
8 S 0.87124 0.49331 1.70618
9 H 2.46402 -1.44450 1.62184
10 H 2.14900 -0.80619 -0.11330
11 H 3.22623 0.02746 1.21536

## Properties
- M: 95.21 g mol⁻¹
- Net charge: -1
- Total energy: -23857.932 eV
- Spin multiplicity: 1
- HOMO-LUMO gap: 5.739 eV